--- A ---
C4H2Cl2 | ωB97M-V/def2-TZVPD

XYZ file:
```
8
Properties=species:S:1:pos:R:3:lowdin_charge:R:1
Cl -1.5731 1.3356 0.0091 0.57
Cl -1.9907 -1.4855 -0.3061 0.56
C -0.9711 -0.2614 0.4124 -1.07
C 2.8882 0.7105 0.4291 0.15
C 0.6306 -0.0225 -0.5474 -0.09
C 1.7373 0.3141 -0.0216 -0.27
H -0.9136 -0.3524 1.5492 0.08
H 0.1924 -0.2384 -1.5247 0.08
```

Calculated values
HOMO level (Ha): -0.3611
Gap between HOMO and LUMO (eV): 7.96
LUMO (eV): -1.866
Total charge: 0

---

--- B ---
C4H2Cl2 | ωB97M-V/def2-TZVPD

XYZ file:
```
8
Properties=species:S:1:pos:R:3:lowdin_charge:R:1
Cl -3.7412 -0.9345 -0.1525 0.28
Cl 2.6585 -1.4993 -0.0595 0.65
C 0.7932 0.2467 -0.0908 -0.14
C -1.9003 0.0668 0.1050 -0.28
C -0.5247 -0.0230 -0.0720 -0.05
C 2.0719 0.1034 -0.0356 -0.59
H 2.8223 0.9077 -0.0029 0.08
H -2.1797 1.1322 0.3083 0.05
```

Calculated values
HOMO level (Ha): -0.3468
SMILES: ClC=C=C=CCl
Gap between HOMO and LUMO (eV): 8.00
LUMO (eV): -1.438
Total charge: 0

---

Most stable one: B, least stable one: A.